A cluster of 7 separate species, C4H23N2O8 in total at a distorted geometry. Source: OMol25; level of theory: wB97M-V/def2-TZVPD.

Structure (ORCA input):
```
! wB97M-V def2-TZVPD RIJCOSX def2/J DEFGRID3
* xyz 2 2
N -0.637 2.679 1.256
C -1.487 1.628 0.640
C -0.928 1.406 -0.756
N -1.153 0.220 -1.369
C -1.776 -0.962 -0.780
C -1.443 -2.316 -1.595
O -0.583 -2.953 -0.657
O -0.430 2.359 -1.237
H 0.125 2.157 1.754
H -1.173 3.263 1.962
H -0.269 3.236 0.541
H -1.363 0.712 1.304
H -2.608 1.800 0.631
H -0.803 0.136 -2.355
H -1.368 -0.972 0.243
H -2.751 -0.748 -0.782
H -0.833 -2.176 -2.499
H -2.384 -2.842 -1.538
H -0.338 -3.810 -1.008
H 3.224 0.444 -1.666
H 2.157 -0.493 -1.752
O 2.253 0.427 -1.749
H 0.238 -1.122 4.715
H 0.443 -1.632 3.156
O 0.748 -1.158 3.943
H 0.441 0.623 3.523
H 0.313 1.980 4.282
O 0.148 1.561 3.463
H 1.736 1.185 -0.395
H 1.618 0.347 0.865
O 1.492 1.294 0.629
H 0.298 0.371 -4.431
H 1.296 0.314 -3.255
O 0.336 -0.185 -3.611
H 2.525 -2.636 -0.214
H 1.011 -2.172 -0.711
O 1.926 -1.965 -0.548
*
```

As for the expectation value of S²: 0.77. The maximum force comes out at 5.31 eV/A. Its relative energy (zero: lowest compared OMol25 entry of this formula, charge and spin) is 0.915 eV. As for the gap between HOMO and LUMO (spin up / spin down): 11.3813 / 5.8877 eV. As for the highest occupied orbital energy (spin up / spin down): -17.78 / -17.78 eV.